# 1
Here is a molecular structure, C21H26N2O4S at a distorted geometry from the Open Molecules 2025 dataset. Energies are from ωB97M-V/def2-TZVPD.

Values from the calculation:
* calculated total energy: -1623.86676 Ha
* largest force on an atom: 13.36 eV/A
* relative energy (zero: lowest compared OMol25 entry of this formula, charge and spin): 403.5 kcal per mole
* orbital gap: 7.2887 eV
* lowest unoccupied orbital energy: -0.0153 hartree
* highest occupied orbital energy: -7.706 eV

Each line ends with the Löwdin charge.
Geometry (Å):
C 3.99 -4.70 1.88  -0.0666
H 3.86 -4.31 2.79  0.0250
H 4.46 -5.63 1.85  0.0385
H 2.96 -5.10 1.52  0.0920
C 4.60 -3.85 0.68  -0.1142
N 3.91 -2.50 0.92  -0.2203
C 2.68 -2.51 0.36  -0.2483
H 2.30 -1.97 -0.45  0.0900
C 1.38 -2.59 1.41  -0.0264
C 1.21 -1.01 1.79  -0.1823
N 0.53 -0.25 1.02  -0.0685
C 1.21 0.61 0.22  -0.1606
O 2.45 1.09 0.00  -0.0384
C 0.16 1.39 -0.71  -0.1041
C -0.99 0.61 -0.68  0.0063
C -2.18 1.01 -1.14  -0.3990
O -3.21 0.67 -0.74  0.1704
C -2.26 1.64 -2.49  -0.2251
C -3.60 2.08 -3.17  0.0811
C -2.93 2.66 -4.30  -0.0714
C -1.61 2.22 -4.44  -0.3031
O -1.17 1.77 -3.08  0.0935
C -0.63 2.61 -5.33  -0.0867
H 0.31 3.26 -4.87  0.1585
H -1.20 2.92 -6.24  0.0954
H -0.25 1.68 -5.86  0.0963
H -3.42 3.09 -5.32  0.1596
H -4.58 2.09 -2.70  0.0953
C -0.68 -0.24 0.55  -0.3027
C -1.64 0.10 1.65  -0.4720
C -1.84 1.14 2.41  -0.2108
C -2.66 1.02 3.37  -0.3030
C -3.29 -0.06 3.57  -0.2615
S -2.62 -1.19 2.25  1.0429
H -3.91 -0.41 4.23  0.0111
H -3.01 1.99 4.23  0.2138
H -1.26 1.94 2.01  0.1409
H -0.97 -1.08 0.26  0.0837
O 0.59 2.37 -1.50  0.0858
H 1.58 2.53 -1.14  0.1824
H 2.24 -0.41 2.05  0.1770
H 0.71 -0.86 2.97  0.1923
H 1.77 -3.09 2.30  0.1018
H 0.57 -2.84 0.95  0.0221
H 2.38 -3.72 -0.09  0.1686
C 4.51 -1.29 0.40  -0.1896
C 5.52 -0.79 1.56  -0.0248
H 6.29 -1.49 1.73  0.0283
H 4.80 -0.81 2.57  0.1406
H 6.04 0.01 1.51  -0.0254
H 5.13 -1.62 -0.36  0.0989
H 3.84 -0.59 0.29  0.0115
H 4.37 -4.18 -0.21  0.0463
H 5.62 -3.41 1.13  0.1551


# 2
Here is a single C21H26N2O4S molecule at a distorted geometry from the Open Molecules 2025 dataset. Energies are from ωB97M-V/def2-TZVPD.

Values from the calculation:
* calculated total energy: -1624.48808 Ha
* largest force on an atom: 1.16 eV/A
* relative energy (zero: lowest compared OMol25 entry of this formula, charge and spin): 13.6 kcal per mole
* SMILES: Cc1cccc(NC(=O)c2ccc(S(=O)(=O)N(C)C[C@H]3CCCO3)cc2)c1C
* orbital gap: 8.9071 eV
* lowest unoccupied orbital energy: 0.0005 hartree
* highest occupied orbital energy: -8.895 eV

Each line ends with the Löwdin charge.
Geometry (Å):
C 7.84 0.53 1.44  -0.0481
C 6.96 0.31 0.24  -0.2265
C 7.48 0.48 -1.03  -0.0511
C 6.70 0.28 -2.16  -0.0826
C 5.37 -0.07 -2.01  -0.0272
C 4.83 -0.22 -0.74  -0.1894
N 3.46 -0.55 -0.64  0.1267
C 2.54 0.17 0.06  -0.4363
O 2.80 1.14 0.74  0.0928
C 1.14 -0.34 -0.09  -0.1194
C 0.10 0.59 -0.05  0.0119
C -1.21 0.18 -0.19  -0.0344
C -1.48 -1.16 -0.34  -0.2726
S -3.18 -1.69 -0.57  0.6747
O -3.25 -3.11 -0.39  -0.2789
O -3.66 -1.15 -1.81  -0.2799
N -3.94 -0.85 0.67  -0.2892
C -3.61 -1.40 1.97  -0.0861
C -5.33 -0.53 0.44  -0.1477
C -5.56 0.99 0.57  -0.3131
C -5.06 1.73 -0.67  -0.1272
C -6.32 1.79 -1.53  -0.1457
C -7.42 1.92 -0.48  -0.1909
O -6.95 1.25 0.68  -0.0985
C -0.47 -2.11 -0.36  -0.0380
C 0.85 -1.69 -0.23  -0.0106
C 5.62 -0.08 0.40  -0.1581
C 5.06 -0.35 1.76  -0.0317
H 7.36 1.21 2.14  0.0864
H 8.03 -0.41 1.96  0.0845
H 8.79 0.95 1.13  0.0749
H 8.51 0.77 -1.14  0.1071
H 7.13 0.40 -3.14  0.1021
H 4.74 -0.21 -2.88  0.1105
H 3.11 -1.15 -1.37  0.1418
H 0.35 1.63 0.08  0.1243
H -2.03 0.89 -0.17  0.1103
H -4.06 -2.39 2.12  0.0952
H -3.96 -0.72 2.74  0.0974
H -2.53 -1.49 2.03  0.0864
H -5.98 -1.06 1.16  0.1356
H -5.60 -0.85 -0.56  0.1195
H -5.08 1.33 1.50  0.1481
H -4.73 2.74 -0.40  0.1194
H -4.25 1.19 -1.15  0.0903
H -6.43 0.87 -2.09  0.1131
H -6.32 2.63 -2.23  0.1127
H -7.61 2.97 -0.23  0.1196
H -8.36 1.46 -0.78  0.1198
H -0.73 -3.15 -0.46  0.1160
H 1.64 -2.43 -0.22  0.1174
H 4.62 0.56 2.17  0.0880
H 5.82 -0.71 2.44  0.0738
H 4.27 -1.10 1.70  0.0831


# 3
Here is a single C21H26N4O4 molecule from the Open Molecules 2025 dataset. Energies are from ωB97M-V/def2-TZVPD.

Values from the calculation:
* calculated total energy: -1335.86745 Ha
* largest force on an atom: 0.69 eV/A
* relative energy (zero: lowest compared OMol25 entry of this formula, charge and spin): 36.6 kcal per mole
* SMILES: COc1cc(CNc2ccc3[nH]c(=O)[nH]c3c2)ccc1OCC(=O)NC(C)(C)C
* orbital gap: 7.8948 eV
* lowest unoccupied orbital energy: 0.0194 hartree
* highest occupied orbital energy: -7.367 eV

Each line ends with the Löwdin charge.
Geometry (Å):
C -1.66 -0.95 2.51  -0.0641
O -2.17 -1.39 1.28  -0.1087
C -1.45 -1.18 0.14  -0.1835
C -0.15 -0.71 0.14  0.0309
C 0.57 -0.52 -1.04  -0.2240
C 1.99 -0.05 -0.97  -0.1701
N 2.77 -0.97 -0.16  0.0114
C 4.14 -0.86 -0.03  -0.2736
C 4.85 -1.95 0.48  -0.0436
C 6.21 -1.91 0.70  -0.0195
C 6.87 -0.73 0.41  -0.2021
N 8.20 -0.35 0.51  0.1713
C 8.36 0.95 0.08  -0.5319
O 9.39 1.58 0.04  0.0558
N 7.10 1.37 -0.29  0.1782
C 6.17 0.37 -0.10  -0.1888
C 4.81 0.33 -0.32  0.0392
C -0.04 -0.81 -2.25  -0.0401
C -1.34 -1.27 -2.27  0.0032
C -2.07 -1.47 -1.10  -0.1977
O -3.34 -1.93 -1.30  -0.0368
C -4.27 -2.03 -0.23  -0.0808
C -4.61 -0.70 0.44  -0.4794
O -5.07 -0.65 1.56  0.0624
N -4.39 0.36 -0.36  0.1371
C -4.57 1.77 0.01  -0.5815
C -3.67 2.09 1.20  -0.0278
C -6.03 2.01 0.37  -0.0315
C -4.17 2.60 -1.20  -0.0369
H -0.79 -1.54 2.81  0.0992
H -1.39 0.11 2.48  0.0938
H -2.47 -1.10 3.22  0.1018
H 0.34 -0.49 1.07  0.1153
H 2.03 0.94 -0.49  0.1251
H 2.41 0.05 -1.98  0.1247
H 2.43 -1.91 -0.18  0.1323
H 4.31 -2.86 0.70  0.1051
H 6.74 -2.77 1.09  0.1098
H 8.96 -0.92 0.84  0.1636
H 6.91 2.30 -0.64  0.1643
H 4.30 1.19 -0.71  0.1038
H 0.49 -0.68 -3.18  0.1109
H -1.84 -1.50 -3.20  0.1218
H -3.94 -2.73 0.54  0.1358
H -5.18 -2.43 -0.70  0.1422
H -4.03 0.18 -1.28  0.1385
H -3.93 1.45 2.04  0.0778
H -2.62 1.93 0.94  0.0800
H -3.79 3.13 1.50  0.0853
H -6.68 1.78 -0.48  0.0858
H -6.19 3.05 0.64  0.0836
H -6.32 1.38 1.21  0.0765
H -4.80 2.37 -2.06  0.0850
H -4.27 3.66 -0.98  0.0871
H -3.13 2.41 -1.48  0.0840


- lowest unoccupied orbital energy of number 1 (C21H26N2O4S)?
  -0.0153 hartree


- Which formula does entry 1 have?
  C21H26N2O4S